Here is a structure of composition C40H40NO2SiSn in a non-equilibrium geometry from OMol25. Energies are from wB97M-V/def2-TZVPD.

* total charge: +1
* gap between HOMO and LUMO: 0.2360 Ha
* multiplicity: 1
* LUMO energy: -0.1714 hartree

Each line ends with the Mulliken charge.
Atoms and positions in Å:
C 2.52 -0.58 0.86  -0.323
C 2.98 -1.15 -0.38  -0.976
C 2.82 -0.16 -1.40  -0.405
H 3.38 -2.15 -0.49  0.539
C 2.27 1.04 -0.80  -0.807
C 2.15 0.79 0.62  -0.572
H 2.08 2.00 -1.27  0.719
C -0.61 -2.24 0.83  0.008
C 0.47 -2.93 0.19  -0.969
C 0.19 -2.99 -1.19  -0.538
H 1.34 -3.33 0.72  0.510
C -1.05 -2.30 -1.44  0.245
C -1.53 -1.79 -0.17  -0.997
H 3.17 -0.23 -2.41  0.540
H 1.81 1.50 1.34  0.595
H 2.48 -1.08 1.83  0.584
H -2.45 -1.20 -0.06  0.379
H 0.78 -3.47 -1.99  0.505
H -0.67 -2.00 1.88  0.359
Sn 0.40 -0.47 -0.42  2.690
C -1.80 -2.13 -2.73  1.970
C -3.20 -2.76 -2.57  -1.696
C -1.05 -2.82 -3.89  -2.186
H -3.11 -3.76 -2.11  0.392
H -3.70 -2.87 -3.55  0.470
H -3.84 -2.14 -1.92  0.319
H -1.11 -3.92 -3.74  0.474
H 0.01 -2.52 -3.93  0.339
H -1.53 -2.58 -4.85  0.366
C -1.98 -0.62 -3.06  -1.214
C -0.71 0.09 -3.45  0.191
H -2.48 -0.08 -2.21  0.228
H -2.68 -0.51 -3.93  0.421
O 0.31 0.12 -2.69  -0.353
N -0.65 0.83 -4.57  0.004
C 0.35 1.90 -4.72  -1.191
H -1.27 0.60 -5.31  0.325
C 1.74 1.37 -5.03  0.763
C 2.90 2.02 -4.55  -0.248
H 2.74 2.91 -3.93  0.375
C 4.17 1.52 -4.87  -0.667
H 5.05 2.03 -4.48  0.393
C 4.29 0.38 -5.68  -0.451
H 5.28 0.00 -5.94  0.393
C 3.14 -0.25 -6.18  -0.681
H 3.21 -1.14 -6.82  0.396
C 1.86 0.24 -5.86  -0.206
H 0.95 -0.23 -6.26  0.349
H 0.39 2.55 -3.83  0.329
H -0.01 2.49 -5.58  0.438
O -0.59 0.72 0.92  -1.167
Si -0.71 0.75 2.57  -0.371
C -0.99 2.55 2.92  0.646
C -2.04 2.82 3.79  -0.758
C -2.21 4.13 4.25  -0.710
C -1.34 5.14 3.83  -0.673
C -0.31 4.85 2.92  -0.657
C -0.14 3.54 2.44  -0.060
C -2.18 -0.26 3.13  0.457
C -2.06 -0.99 4.31  -0.142
C -3.17 -1.70 4.79  -0.823
C -4.39 -1.66 4.11  -0.552
C -4.50 -0.90 2.93  -0.872
C -3.39 -0.21 2.44  -0.445
C 0.81 0.19 3.59  1.277
C 1.09 -1.15 3.86  0.023
C 2.19 -1.49 4.68  -0.715
C 2.99 -0.49 5.25  -0.838
C 2.69 0.85 4.98  -0.694
C 1.60 1.18 4.15  -0.283
H -2.70 2.01 4.11  0.398
H -3.01 4.33 4.94  0.411
H -1.47 6.16 4.20  0.371
H 0.37 5.62 2.59  0.436
H 0.66 3.30 1.74  0.317
H -1.12 -0.99 4.85  0.489
H -3.06 -2.27 5.70  0.428
H -5.25 -2.21 4.49  0.389
H -5.44 -0.86 2.39  0.433
H -3.48 0.40 1.53  0.532
H 0.47 -1.95 3.44  0.426
H 2.38 -2.54 4.88  0.451
H 3.84 -0.75 5.89  0.383
H 3.29 1.65 5.40  0.443
H 1.37 2.23 3.96  0.323

***

Here is a structure of composition C40H41N2O2P3RuS2Te in a non-equilibrium geometry from OMol25. Energies are from wB97M-V/def2-TZVPD.

* expectation value of S²: 8.771
* total charge: +1
* gap between HOMO and LUMO (spin up / spin down): 0.2763 / 0.2268 Ha
* ΔE to the lowest compared entry with this formula, charge and spin: 0.0 kJ/mol
* multiplicity: 6
* LUMO energy (spin up / spin down): -0.0887 / -0.1631 hartree

Each line ends with the Mulliken spin population.
Atoms and positions in Å:
Ru -0.48 1.06 -0.84  3.441
Te 3.58 -1.62 -0.16  -0.010
C 3.29 -3.28 1.13  0.058
C 2.71 -4.46 0.69  0.019
C 2.43 -5.45 1.63  -0.003
N 2.70 -5.32 2.93  0.003
C 3.29 -4.19 3.33  -0.007
C 3.60 -3.14 2.48  -0.008
C 1.62 -0.97 0.30  0.715
P 0.19 -1.44 -0.70  -0.023
C 0.51 -2.99 -1.59  0.160
C 1.35 -2.93 -2.71  0.023
C 1.56 -4.06 -3.49  -0.004
C 0.92 -5.25 -3.17  0.007
C 0.07 -5.31 -2.08  -0.002
C -0.15 -4.18 -1.30  0.010
C -1.10 -1.87 0.52  -0.023
C -2.37 -1.30 0.38  0.049
C -3.36 -1.55 1.33  0.011
C -3.07 -2.37 2.42  0.007
C -1.81 -2.94 2.55  0.011
C -0.83 -2.69 1.61  0.046
P 1.27 0.69 0.94  -0.057
C 0.43 0.41 2.53  -0.033
C -0.73 1.13 2.82  0.072
C -1.37 0.97 4.04  0.022
C -0.87 0.08 4.97  0.003
C 0.28 -0.66 4.69  0.007
C 0.92 -0.50 3.47  0.074
C 2.86 1.45 1.35  0.069
C 3.62 1.91 0.27  0.018
C 4.87 2.45 0.47  -0.001
C 5.38 2.54 1.76  0.008
C 4.62 2.12 2.84  0.000
C 3.35 1.59 2.64  0.012
H 2.47 -4.61 -0.36  -0.006
H 1.97 -6.38 1.32  0.000
H 3.51 -4.12 4.39  0.000
H 4.08 -2.25 2.86  0.005
H 1.84 -2.00 -2.97  0.002
H 2.21 -4.01 -4.35  0.000
H 1.07 -6.13 -3.78  0.000
H -0.44 -6.23 -1.83  0.000
H -0.83 -4.23 -0.46  0.003
H -2.61 -0.71 -0.49  -0.008
H -4.34 -1.11 1.22  0.001
H -3.83 -2.56 3.16  0.001
H -1.60 -3.58 3.40  0.001
H 0.16 -3.13 1.72  -0.010
H -1.12 1.83 2.08  -0.045
H -2.26 1.55 4.26  0.000
H -1.36 -0.05 5.93  0.000
H 0.67 -1.36 5.41  0.001
H 1.81 -1.08 3.24  -0.025
H 3.20 1.86 -0.73  0.006
H 5.45 2.81 -0.37  0.000
H 6.37 2.95 1.93  0.000
H 5.01 2.22 3.85  0.000
H 2.76 1.29 3.50  0.004
C -2.36 4.67 2.30  0.001
C -1.93 5.47 1.09  -0.001
O -0.83 4.81 0.40  -0.005
P -1.02 4.02 -0.96  -0.011
S 0.76 3.30 -1.47  0.215
S -2.43 2.59 -0.75  0.144
O -1.57 5.17 -1.90  -0.004
C -1.63 5.25 -3.34  0.001
C -0.29 5.51 -4.00  0.004
H -3.26 5.12 2.72  0.000
H -1.58 4.67 3.06  0.000
H -2.59 3.64 2.02  -0.004
H -1.53 6.44 1.38  0.000
H -2.75 5.63 0.39  0.000
H -2.29 6.08 -3.52  0.000
H -2.11 4.35 -3.72  0.002
H 0.24 6.30 -3.47  0.000
H -0.45 5.82 -5.03  0.001
H 0.35 4.62 -4.00  -0.004
N -0.45 0.69 -3.31  0.081
C -1.76 0.17 -3.56  -0.056
C -1.98 -1.21 -3.51  0.029
C -3.26 -1.71 -3.67  -0.006
C -4.33 -0.86 -3.90  0.015
C -4.10 0.51 -3.98  -0.007
C -2.82 1.02 -3.82  0.030
H -0.30 1.60 -3.71  -0.006
H 0.27 0.04 -3.62  -0.007
H -1.15 -1.88 -3.35  -0.014
H -3.42 -2.78 -3.63  0.000
H -5.33 -1.25 -4.04  0.001
H -4.93 1.19 -4.17  0.000
H -2.65 2.09 -3.88  0.001